{"formula": "C10H13N", "method": "the ωB97M-V functional and the def2-TZVPD basis", "symbols": ["N", "C", "C", "C", "C", "C", "C", "C", "C", "C", "C", "H", "H", "H", "H", "H", "H", "H", "H", "H", "H", "H", "H", "H"], "positions_angstrom": [[-0.18148, -1.62613, -1.41554], [0.21841, 0.67052, -0.70030], [0.80810, -2.34406, 0.59997], [-0.80618, 1.56259, 1.33178], [-0.35931, -1.95791, 0.14567], [0.44771, 3.06317, 0.04792], [0.67371, 1.98242, -0.82417], [0.65849, -0.36079, -1.57502], [-1.21519, -0.80175, 0.70081], [-0.59596, 0.48870, 0.44360], [-0.27458, 2.84221, 1.03031], [1.29309, -3.15252, 0.05132], [-0.99007, -2.96586, -0.00314], [0.54984, -0.56098, -2.55600], [-1.52599, 1.47021, 2.29441], [0.93265, 4.09749, -0.49937], [1.45697, 2.26044, -1.64546], [-1.11674, -1.20212, 2.10285], [-0.43172, 3.95792, 1.62166], [1.46236, -0.55098, -1.44846], [-2.24848, -0.83995, 0.09885], [0.67446, -2.74318, 1.93202], [-1.13325, -1.57702, -2.18405], [1.70315, -1.71242, 0.45033]], "atomic_forces_ev_per_a": [[-1.734, -0.393, -0.243], [-0.691, 4.508, 1.347], [8.847, -3.269, 6.564], [-1.562, 0.237, 1.368], [-10.310, 0.208, -7.346], [6.131, 2.273, -10.208], [2.860, 0.169, -2.354], [-17.711, -0.242, -1.190], [-0.621, -3.696, 2.549], [0.234, 1.565, 1.166], [-5.295, 2.961, 8.889], [-0.964, -0.865, 0.180], [0.610, 2.310, 0.854], [-0.273, 2.263, -4.292], [1.917, -0.070, -2.513], [-1.638, -2.652, 2.561], [-1.675, -0.967, 1.113], [-1.172, 1.736, -4.042], [-0.248, -3.772, -0.690], [17.958, -4.416, 3.384], [1.865, -0.184, 2.142], [0.744, 1.375, -4.143], [3.374, -0.037, 3.869], [-0.647, 0.959, 1.036]], "mulliken_charge": [-0.5233, 0.7942, -1.2195, -0.5489, 0.1874, -0.5207, -0.1299, -2.6788, -0.1902, 0.7995, -0.0687, 0.4285, 0.1284, 0.7612, 0.1882, 0.1500, 0.1959, 0.2195, 0.0930, 0.9894, 0.1910, 0.2011, 0.2968, 0.2558], "e_homo_ev": -8.71, "lumo_ev": 0.75}



{"formula": "C7H5F5O", "method": "the ωB97M-V functional and the def2-TZVPD basis", "symbols": ["F", "F", "F", "F", "F", "O", "C", "C", "C", "C", "C", "C", "C", "H", "H", "H", "H", "H"], "positions_angstrom": [[1.25138, -2.44451, 0.27179], [2.64613, -0.62943, -0.42965], [1.73233, 1.41634, -0.52101], [1.92079, -0.78106, 2.32172], [1.26980, 1.23658, 2.31084], [-0.71596, 0.65101, 0.35884], [0.30325, -0.26893, 0.47576], [-1.75321, 2.21002, -1.09893], [1.77709, 0.24353, 0.13725], [-1.09186, -2.23652, -0.09385], [1.27574, 0.12105, 1.57616], [-1.08086, 1.05966, -0.95075], [0.08148, -1.72375, 0.21345], [-1.83304, 2.95397, -0.24120], [-1.86868, 2.72178, -2.11158], [-0.68302, 0.50965, -1.78241], [-1.99721, -1.71109, 0.01430], [-1.23417, -3.32830, -0.45074]], "atomic_forces_ev_per_a": [[-1.613, 0.339, -0.217], [-0.333, 1.286, 0.572], [0.694, -0.170, 0.572], [-0.549, -0.834, -0.140], [-1.229, 0.272, -0.418], [-0.559, 0.556, -1.606], [1.139, -0.083, 0.486], [-4.519, 9.078, -0.411], [-1.801, -0.676, -0.646], [0.451, -3.138, -0.737], [3.156, 0.708, -0.276], [3.978, -7.696, 1.406], [0.165, -0.140, 0.161], [0.262, -1.127, -1.159], [0.315, -1.043, 1.492], [0.485, -0.252, 0.148], [-0.655, 0.982, -0.080], [0.614, 1.938, 0.852]], "mulliken_charge": [-0.2487, -0.2480, -0.2682, -0.2790, -0.2714, -0.3930, 0.4969, -1.0470, 0.5183, -0.8158, 0.5891, 0.2012, 0.1620, 0.3025, 0.2777, 0.4215, 0.3498, 0.2522], "e_homo_ev": [-5.76, -10.19], "lumo_ev": [0.78, -2.19], "multiplicity": 3}